No. 1
C12H13BNO6 | wB97M-V/def2-TZVPD

The frontier orbital gap comes out at 0.3003 Ha. As for the energy above the lowest of the compared OMol25 structures with the same formula, charge and spin: 0.0 kJ/mol. The value obtained for the LUMO energy is -4.47 eV. Its total charge is +1. As for the HOMO energy: -12.64 eV. For the energy, the calculation gives -996.0673 hartree.

Atoms and positions in Å:
O  3.37  -2.04  1.39
B  2.14  -1.64  0.98
O  1.74  -1.80  -0.32
O  1.29  -1.08  1.94
C  0.12  -0.51  1.51
C  0.05  0.84  1.35
C  -1.13  1.47  0.90
C  -2.23  0.73  0.62
C  -2.18  -0.67  0.77
C  -3.29  -1.47  0.49
N  -3.23  -2.78  0.62
C  -2.10  -3.44  1.04
C  -1.00  -2.73  1.34
C  -1.00  -1.32  1.21
H  3.37  -2.40  2.29
H  1.51  -1.00  -0.79
H  0.93  1.44  1.57
H  -1.18  2.54  0.77
H  -3.14  1.20  0.27
H  -4.22  -1.04  0.15
H  -4.05  -3.33  0.40
H  -2.15  -4.51  1.10
H  -0.10  -3.23  1.67
C  2.35  3.37  -2.01
C  2.22  1.89  -2.33
O  0.85  1.62  -1.96
C  0.16  2.80  -2.02
O  -1.02  2.88  -1.94
O  1.01  3.83  -2.18
H  3.02  3.90  -2.68
H  2.66  3.55  -0.98
H  2.34  1.68  -3.39
H  2.90  1.26  -1.76

The Mulliken scheme yields these atomic charges, measured in e: atom 1 (O): -0.428, atom 2 (B): 0.860, atom 3 (O): -0.543, atom 4 (O): -0.769, atom 5 (C): 0.175, atom 6 (C): -0.338, atom 7 (C): -0.701, atom 8 (C): -0.893, atom 9 (C): 0.695, atom 10 (C): -0.540, atom 11 (N): 0.007, atom 12 (C): -0.659, atom 13 (C): -0.591, atom 14 (C): 0.917, atom 15 (H): 0.307, atom 16 (H): 0.324, atom 17 (H): 0.594, atom 18 (H): 0.483, atom 19 (H): 0.432, atom 20 (H): 0.449, atom 21 (H): 0.282, atom 22 (H): 0.425, atom 23 (H): 0.484, atom 24 (C): -0.366, atom 25 (C): -0.280, atom 26 (O): -0.295, atom 27 (C): 0.657, atom 28 (O): -0.517, atom 29 (O): -0.325, atom 30 (H): 0.319, atom 31 (H): 0.253, atom 32 (H): 0.284, atom 33 (H): 0.299


No. 2
C12H13BrS | wB97M-V/def2-TZVPD

The frontier orbital gap comes out at 0.3448 Ha. As for the energy above the lowest of the compared OMol25 structures with the same formula, charge and spin: 123.6 kJ/mol. The value obtained for the LUMO energy is 0.78 eV. Its total charge is 0. As for the HOMO energy: -8.60 eV. Its SMILES is Br[C@H]1[C@@H]2CC[C@H]1c1cscc12.C#CC. For the energy, the calculation gives -3437.1356 hartree.

Atoms and positions in Å:
Br  0.93  -2.25  0.58
C  0.74  -0.51  -0.24
C  1.45  -0.56  -1.58
C  1.08  0.85  -2.10
C  -0.40  1.08  -1.56
C  -0.66  -0.26  -0.71
C  -0.84  -1.32  -1.72
C  -1.81  -2.07  -2.28
S  -1.20  -2.98  -3.57
C  0.41  -2.43  -3.28
C  0.47  -1.54  -2.29
H  1.11  0.33  0.51
H  2.42  -0.94  -1.51
H  1.09  1.01  -3.21
H  1.91  1.51  -1.86
H  -0.39  1.94  -0.86
H  -1.09  1.22  -2.45
H  -1.48  -0.11  0.07
H  -2.80  -2.28  -2.05
H  1.22  -2.92  -3.81
C  -0.07  1.33  2.97
C  0.85  0.70  3.46
C  1.72  -0.32  3.88
H  -0.65  2.11  2.47
H  2.81  0.04  3.55
H  1.84  -0.47  4.98
H  1.37  -1.26  3.45

The Mulliken scheme yields these atomic charges, measured in e: atom 1 (Br): -0.163, atom 2 (C): -0.380, atom 3 (C): -0.284, atom 4 (C): -0.944, atom 5 (C): -0.728, atom 6 (C): 0.044, atom 7 (C): 0.010, atom 8 (C): -0.671, atom 9 (S): -0.136, atom 10 (C): -0.661, atom 11 (C): 0.077, atom 12 (H): 0.382, atom 13 (H): 0.627, atom 14 (H): 0.404, atom 15 (H): 0.342, atom 16 (H): 0.280, atom 17 (H): 0.404, atom 18 (H): 0.394, atom 19 (H): 0.521, atom 20 (H): 0.448, atom 21 (C): -0.206, atom 22 (C): 0.002, atom 23 (C): -0.917, atom 24 (H): 0.401, atom 25 (H): 0.227, atom 26 (H): 0.345, atom 27 (H): 0.181


No. 3
C12H13ClN2O2Ti | wB97M-V/def2-TZVPD

The frontier orbital gap (spin up / spin down) comes out at 0.2416 / 0.2153 Ha. As for the energy above the lowest of the compared OMol25 structures with the same formula, charge and spin: 202.4 kJ/mol. The value obtained for the LUMO energy (spin up / spin down) is -10.05 / -10.49 eV. Its total charge is +2. As for the HOMO energy (spin up / spin down): -16.63 / -16.35 eV. For the energy, the calculation gives -2034.0796 hartree.

Atoms and positions in Å:
Cl  0.58  -1.74  -3.05
C  -2.27  -0.02  0.23
C  -1.64  -0.27  1.50
C  -0.95  -1.52  1.42
H  -1.77  0.33  2.40
C  -1.09  -2.02  0.08
C  -1.93  -1.09  -0.66
H  -2.24  -1.24  -1.69
H  -2.92  0.83  0.01
H  -0.53  -2.10  2.24
C  -0.59  -3.31  -0.44
Ti  -0.03  0.00  -0.13
C  -0.11  1.92  0.57
C  0.41  0.13  -2.40
O  0.09  3.06  0.64
O  0.84  1.05  -3.00
H  0.32  -3.62  0.09
H  -0.34  -3.21  -1.52
H  -1.37  -4.09  -0.33
C  4.71  0.76  2.79
N  3.82  0.35  1.68
C  4.26  -0.13  0.42
C  3.10  -0.46  -0.25
N  1.98  -0.17  0.55
C  2.48  0.29  1.71
H  5.76  0.64  2.48
H  4.51  1.81  3.07
H  4.49  0.13  3.67
H  5.33  -0.18  0.17
H  2.97  -0.81  -1.27
H  1.91  0.68  2.54

The Mulliken scheme yields these atomic charges, measured in e: atom 1 (Cl): -0.208, atom 2 (C): -0.354, atom 3 (C): -0.753, atom 4 (C): -0.257, atom 5 (H): 0.598, atom 6 (C): 0.535, atom 7 (C): -0.291, atom 8 (H): 0.590, atom 9 (H): 0.514, atom 10 (H): 0.561, atom 11 (C): -1.107, atom 12 (Ti): 0.268, atom 13 (C): 0.497, atom 14 (C): 0.519, atom 15 (O): -0.102, atom 16 (O): -0.302, atom 17 (H): 0.364, atom 18 (H): 0.186, atom 19 (H): 0.339, atom 20 (C): -0.743, atom 21 (N): 0.090, atom 22 (C): -0.431, atom 23 (C): -0.637, atom 24 (N): 0.202, atom 25 (C): -0.451, atom 26 (H): 0.280, atom 27 (H): 0.329, atom 28 (H): 0.344, atom 29 (H): 0.426, atom 30 (H): 0.505, atom 31 (H): 0.490


No. 4
C12H13FN2RbS | wB97M-V/def2-TZVPD

The frontier orbital gap comes out at 0.2046 Ha. The value obtained for the LUMO energy is -3.90 eV. Its total charge is +1. As for the HOMO energy: -9.47 eV. For the energy, the calculation gives -1096.1766 hartree.

Atoms and positions in Å:
C  4.62  -0.39  1.30
C  3.36  0.18  1.64
C  2.25  0.34  0.56
C  0.98  -0.34  0.68
C  -0.06  -0.08  -0.41
C  -1.50  -0.73  -0.35
C  -1.50  -2.20  0.25
C  -2.36  0.28  0.55
C  -3.91  -0.01  0.48
C  0.22  0.80  -1.52
F  -0.79  1.00  -2.47
C  1.51  1.54  -1.72
N  1.86  2.42  -2.72
S  3.42  2.84  -2.26
N  3.66  1.99  -0.85
C  2.51  1.25  -0.61
H  4.81  -1.48  1.46
H  5.40  0.30  0.86
H  3.10  0.58  2.66
H  0.74  -1.03  1.53
H  -1.90  -0.74  -1.42
H  -0.48  -2.55  0.58
H  -1.84  -2.94  -0.52
H  -2.24  -2.23  1.10
H  -2.08  1.31  0.17
H  -1.92  0.20  1.59
H  -4.25  -0.86  1.15
H  -4.43  0.92  0.89
H  -4.26  -0.12  -0.60
Rb  -4.92  -0.25  -2.00

The Mulliken scheme yields these atomic charges, measured in e: atom 1 (C): -0.557, atom 2 (C): -0.723, atom 3 (C): 0.134, atom 4 (C): -0.625, atom 5 (C): -0.327, atom 6 (C): 0.595, atom 7 (C): -1.336, atom 8 (C): -0.559, atom 9 (C): -2.142, atom 10 (C): 0.561, atom 11 (F): -0.342, atom 12 (C): 0.367, atom 13 (N): -0.646, atom 14 (S): 0.209, atom 15 (N): -0.571, atom 16 (C): 0.797, atom 17 (H): 0.246, atom 18 (H): 0.301, atom 19 (H): 0.355, atom 20 (H): 0.361, atom 21 (H): 0.415, atom 22 (H): 0.380, atom 23 (H): 0.235, atom 24 (H): 0.284, atom 25 (H): 0.382, atom 26 (H): 0.336, atom 27 (H): 0.433, atom 28 (H): 0.458, atom 29 (H): 1.002, atom 30 (Rb): 0.975